(1)
Formula: C6H10O2
Source: the OMol25 dataset
Level of theory: wB97M-V/def2-TZVPD

Calculated values
HOMO level ... -8.5 eV
HOMO-LUMO gap ... 9.3 eV
LUMO ... 0.03077 Ha
Relative energy (zero: lowest compared OMol25 entry of this formula, charge and spin) ... 2.795 eV
SMILES string ... C[C@@H]1C[C@](C)(O)C1=O

XYZ file:
```
18
C6H10O2, DFT wB97M-V/def2-TZVPD
C -0.621 -1.167 0.242
C 0.111 1.057 0.575
C -1.275 0.236 0.497
C 0.902 -0.218 0.003
C -2.036 0.598 -0.800
C 2.259 -0.718 0.708
O -0.989 -2.269 0.334
O 1.008 0.076 -1.422
H 0.151 1.757 -0.273
H 0.333 1.405 1.634
H -1.943 0.391 1.317
H -1.497 0.252 -1.654
H -2.300 1.716 -0.894
H -3.012 -0.060 -0.727
H 2.713 -1.470 -0.094
H 2.010 -1.270 1.645
H 2.919 0.212 0.932
H 1.268 -0.529 -2.024
```



(2)
Formula: C26H55BFO13P2
Source: the OMol25 dataset
Level of theory: wB97M-V/def2-TZVPD

Calculated values
HOMO level ... -4.7 eV
HOMO-LUMO gap ... 5.4 eV
LUMO ... 0.02380 Ha
Charge ... -1

XYZ file:
```
98
C26H55BFO13P2, DFT wB97M-V/def2-TZVPD
C -3.691 4.617 2.602
C -3.951 3.519 1.886
C -3.122 2.997 0.687
O -3.168 1.604 0.452
B -2.088 0.946 1.212
C -2.841 0.384 2.570
C -3.454 -1.061 2.356
C -1.245 -0.269 0.497
C -0.252 -0.978 1.495
C 1.244 -0.795 1.055
C 2.178 -1.236 2.211
O 3.305 -0.906 2.294
O 1.667 -2.038 3.255
O -1.095 2.050 1.345
C -1.530 3.192 0.734
F -1.008 4.307 1.426
C -1.126 3.468 -0.759
C 0.046 2.603 -1.300
O -0.518 1.690 -2.260
C 0.453 0.753 -2.712
C -0.327 -0.533 -3.144
H -4.549 5.243 2.914
H -2.696 4.989 2.871
H -4.859 2.929 2.117
H -3.665 3.452 -0.172
H -2.131 0.271 3.429
H -3.668 1.024 2.938
H -2.677 -1.829 2.552
H -4.363 -1.234 2.962
H -3.728 -1.169 1.285
H -0.601 0.103 -0.331
H -1.893 -1.042 0.023
H -0.314 -0.559 2.519
H -0.458 -2.064 1.586
H 1.459 0.281 0.907
H 1.482 -1.385 0.148
H 1.207 -1.393 3.821
H -0.823 4.532 -0.856
H -1.963 3.342 -1.471
H 0.723 3.262 -1.901
H 0.628 2.082 -0.517
H 0.956 1.177 -3.608
H 1.158 0.455 -1.911
H -1.411 -0.430 -2.949
H -0.206 -0.787 -4.214
H 0.004 -1.424 -2.569
O 2.346 3.613 -5.222
P 2.667 4.915 -5.907
O 1.300 5.760 -5.554
C 1.042 6.106 -4.195
C 2.071 7.074 -3.643
O 2.326 4.415 -7.446
C 2.569 3.058 -7.825
C 1.265 2.284 -7.863
O 3.445 6.258 -6.517
C 3.020 6.981 -7.673
C 1.865 7.933 -7.432
H 1.000 5.199 -3.584
H 0.053 6.565 -4.167
H 3.064 6.613 -3.606
H 1.801 7.386 -2.633
H 2.152 7.960 -4.273
H 3.287 2.588 -7.153
H 3.022 3.069 -8.820
H 0.664 2.465 -6.972
H 1.451 1.212 -7.950
H 0.662 2.601 -8.717
H 2.812 6.324 -8.515
H 3.889 7.575 -7.969
H 0.915 7.405 -7.366
H 1.784 8.635 -8.267
H 2.004 8.502 -6.513
O 1.632 -5.942 6.286
P 0.244 -6.474 6.031
O 0.600 -8.069 5.805
C 1.095 -8.819 6.905
C 0.069 -8.958 8.015
O 0.110 -5.949 4.477
C 0.740 -4.723 4.069
C 2.004 -5.020 3.285
O -1.396 -6.762 6.074
C -2.156 -7.263 4.972
C -2.041 -8.759 4.753
H 2.012 -8.358 7.285
H 1.359 -9.807 6.524
H -0.168 -7.984 8.455
H 0.445 -9.608 8.807
H -0.864 -9.374 7.635
H 0.946 -4.088 4.930
H 0.033 -4.183 3.438
H 2.624 -5.770 3.778
H 2.593 -4.117 3.145
H 1.750 -5.424 2.302
H -1.952 -6.719 4.053
H -3.196 -7.039 5.223
H -1.099 -9.024 4.274
H -2.843 -9.099 4.093
H -2.111 -9.305 5.694
```



(3)
Formula: C65H71BGaN14O
Source: the OMol25 dataset
Level of theory: wB97M-V/def2-TZVPD

Calculated values
HOMO level ... -3.5 eV
HOMO-LUMO gap ... 5.5 eV
LUMO ... 0.07311 Ha
Charge ... -1

XYZ file:
```
153
C65H71BGaN14O, DFT wB97M-V/def2-TZVPD
N 5.546 -1.445 1.405
B 4.404 -0.573 0.990
O 4.804 0.695 0.408
Ga 2.352 -1.049 1.244
H 5.677 -2.208 0.755
H 5.330 -1.877 2.289
H 5.344 1.086 1.090
H 2.260 -2.649 1.444
H 1.900 -0.259 2.583
H 1.571 -0.536 -0.057
N 2.078 1.097 5.022
C 1.767 0.663 6.245
C 2.663 0.627 7.302
C 3.959 1.064 7.078
C 4.304 1.515 5.813
C 3.330 1.511 4.827
H 0.742 0.327 6.369
H 2.355 0.266 8.274
H 4.691 1.051 7.876
H 5.305 1.860 5.596
H 3.550 1.852 3.822
N 0.095 -2.678 -1.910
C -1.083 -3.214 -2.233
C -1.229 -4.371 -2.984
C -0.084 -5.010 -3.429
C 1.151 -4.469 -3.108
C 1.188 -3.308 -2.348
H -1.950 -2.677 -1.863
H -2.212 -4.761 -3.215
H -0.154 -5.914 -4.019
H 2.069 -4.937 -3.438
H 2.131 -2.853 -2.067
N -2.211 -7.288 -4.448
C -2.040 -7.876 -3.260
C -2.446 -9.171 -2.975
C -3.070 -9.900 -3.974
C -3.261 -9.307 -5.213
C -2.812 -8.010 -5.396
H -1.551 -7.266 -2.509
H -2.279 -9.595 -1.995
H -3.406 -10.912 -3.790
H -3.746 -9.841 -6.019
H -2.936 -7.508 -6.350
N 1.294 2.104 -1.899
C 1.142 2.653 -3.109
C 2.199 2.938 -3.962
C 3.486 2.643 -3.536
C 3.664 2.078 -2.284
C 2.543 1.824 -1.506
H 0.119 2.869 -3.396
H 2.023 3.377 -4.935
H 4.338 2.852 -4.173
H 4.649 1.834 -1.912
H 2.646 1.373 -0.521
N 4.855 -3.028 -2.240
C 5.034 -1.703 -2.249
C 5.629 -1.015 -3.296
C 6.067 -1.738 -4.394
C 5.892 -3.113 -4.407
C 5.283 -3.703 -3.311
H 4.678 -1.177 -1.369
H 5.744 0.059 -3.250
H 6.537 -1.236 -5.233
H 6.218 -3.714 -5.245
H 5.122 -4.776 -3.276
N 8.792 0.309 -5.764
C 9.682 1.103 -6.364
C 10.808 1.612 -5.738
C 11.024 1.284 -4.408
C 10.113 0.463 -3.765
C 9.021 0.004 -4.484
H 9.470 1.335 -7.402
H 11.496 2.250 -6.276
H 11.891 1.663 -3.882
H 10.244 0.185 -2.729
H 8.286 -0.641 -4.024
N -1.783 0.740 4.855
C -3.088 1.023 4.893
C -3.624 2.248 4.535
C -2.759 3.246 4.114
C -1.401 2.977 4.067
C -0.962 1.714 4.442
H -3.727 0.213 5.232
H -4.693 2.419 4.585
H -3.139 4.220 3.827
H -0.694 3.728 3.743
H 0.099 1.460 4.417
N -4.669 4.074 8.840
C -5.866 4.508 9.240
C -7.062 3.892 8.909
C -7.017 2.757 8.114
C -5.785 2.289 7.686
C -4.647 2.979 8.074
H -5.852 5.399 9.860
H -8.003 4.289 9.263
H -7.929 2.247 7.831
H -5.707 1.409 7.061
H -3.663 2.650 7.762
N -4.043 9.758 9.841
C -4.283 8.535 9.358
C -3.456 7.443 9.570
C -2.310 7.627 10.326
C -2.040 8.887 10.836
C -2.934 9.911 10.567
H -5.189 8.442 8.771
H -3.699 6.471 9.157
H -1.637 6.800 10.515
H -1.155 9.072 11.430
H -2.765 10.912 10.948
N -7.324 5.523 5.088
C -7.711 6.716 4.630
C -7.221 7.921 5.105
C -6.274 7.891 6.117
C -5.858 6.665 6.609
C -6.410 5.518 6.061
H -8.454 6.690 3.841
H -7.570 8.858 4.693
H -5.866 8.812 6.516
H -5.124 6.598 7.398
H -6.114 4.539 6.409
N 5.838 -5.547 -7.129
C 4.643 -6.059 -7.430
C 4.464 -7.209 -8.182
C 5.588 -7.866 -8.655
C 6.839 -7.351 -8.356
C 6.908 -6.197 -7.593
H 3.793 -5.509 -7.041
H 3.469 -7.579 -8.392
H 5.490 -8.767 -9.247
H 7.741 -7.835 -8.705
H 7.865 -5.759 -7.330
N -1.461 3.844 -4.933
C -2.768 4.112 -4.901
C -3.313 5.351 -5.198
C -2.453 6.378 -5.548
C -1.092 6.126 -5.586
C -0.649 4.850 -5.273
H -3.402 3.279 -4.620
H -4.382 5.506 -5.156
H -2.838 7.362 -5.786
H -0.387 6.902 -5.853
H 0.405 4.609 -5.291
N -7.164 -9.257 -4.029
C -8.471 -8.984 -4.001
C -9.008 -7.746 -4.315
C -8.141 -6.727 -4.678
C -6.781 -6.987 -4.713
C -6.347 -8.261 -4.383
H -9.110 -9.810 -3.708
H -10.076 -7.584 -4.276
H -8.521 -5.745 -4.930
H -6.072 -6.219 -4.990
H -5.291 -8.511 -4.400
```



(4)
Formula: C33H40CoN4P2
Source: the OMol25 dataset
Level of theory: wB97M-V/def2-TZVPD

Calculated values
HOMO level (alpha / beta) ... -7.1 / -8.3 eV
Expectation value of S² ... 3.761
Multiplicity ... 4
HOMO-LUMO gap (alpha / beta) ... 6.0 / 7.3 eV
LUMO (alpha / beta) ... -0.03787 / -0.03788 Ha

XYZ file:
```
80
C33H40CoN4P2, DFT wB97M-V/def2-TZVPD
Co -0.406 -2.404 2.439
C -0.729 2.492 3.598
C -1.199 1.658 2.662
C -0.708 1.373 1.282
C 0.527 0.457 1.102
C 1.779 0.777 1.836
C 2.107 1.927 2.378
C 1.365 3.236 2.256
C 0.360 3.500 3.377
C 1.383 -2.456 3.505
H -1.233 2.525 4.579
H -2.012 0.973 2.981
H -0.566 2.277 0.664
H -1.511 0.845 0.738
H 0.270 -0.612 1.278
H 0.726 0.486 0.016
H 2.457 -0.074 1.946
H 3.060 1.974 2.937
H 0.883 3.371 1.293
H 2.121 4.022 2.293
H 0.920 3.495 4.318
H -0.084 4.505 3.258
H 1.492 -1.372 3.674
H 2.182 -2.792 2.791
H 1.456 -2.943 4.525
P 1.801 -1.013 -1.580
P -2.090 -0.327 -1.444
N 3.105 0.120 -2.056
N 2.325 -2.219 -2.794
N -2.183 1.338 -2.055
N -3.516 -0.820 -2.404
C 0.539 -0.198 -2.671
C -0.819 -0.931 -2.691
C 4.211 0.346 -1.231
C 5.131 1.109 -1.930
C 4.596 1.363 -3.237
C 3.350 0.742 -3.281
C 2.627 -3.529 -2.417
C 2.986 -4.242 -3.548
C 2.926 -3.351 -4.667
C 2.517 -2.108 -4.179
C -2.456 2.462 -1.253
C -2.179 3.612 -1.981
C -1.723 3.197 -3.267
C -1.757 1.812 -3.297
C -4.239 -0.216 -3.446
C -5.163 -1.128 -3.943
C -4.988 -2.359 -3.221
C -3.965 -2.152 -2.298
H 0.899 -0.139 -3.701
H 0.438 0.837 -2.309
H -1.261 -0.881 -3.707
H -0.704 -1.996 -2.463
H 4.227 -0.058 -0.226
H 6.082 1.456 -1.565
H 5.030 1.926 -4.041
H 2.642 0.713 -4.094
H 2.557 -3.812 -1.377
H 3.244 -5.289 -3.584
H 3.131 -3.564 -5.707
H 2.359 -1.178 -4.707
H -2.854 2.359 -0.258
H -2.263 4.630 -1.630
H -1.383 3.818 -4.083
H -1.533 1.122 -4.092
H -4.065 0.812 -3.741
H -5.886 -0.948 -4.737
H -5.539 -3.282 -3.365
H -3.529 -2.803 -1.571
C -1.965 -0.784 6.884
C -2.631 -1.793 6.181
C -2.157 -2.200 4.906
C -1.066 -1.583 4.362
C -0.363 -0.617 5.081
C -0.845 -0.187 6.328
H -2.330 -0.459 7.860
H -3.507 -2.261 6.603
H -2.657 -3.007 4.368
H 0.568 -0.198 4.703
H -0.315 0.619 6.844
```



(5)
Formula: C31H65N10O5P3S2
Source: the OMol25 dataset
Level of theory: wB97M-V/def2-TZVPD

Calculated values
HOMO level ... -7.8 eV
HOMO-LUMO gap ... 7.6 eV
LUMO ... -0.00497 Ha
SMILES string ... O=[SH](=O)Cc1cccc2c1Sc1ccccc1N2.CN(C)P(=O)(N(C)C)N(C)C.CN(C)P(=O)(N(C)C)N(C)C.CN(C)P(=O)(N(C)C)N(C)C

XYZ file:
```
116
C31H65N10O5P3S2, DFT wB97M-V/def2-TZVPD
O -5.297 2.856 -2.829
S -6.292 2.783 -1.795
O -7.357 3.747 -1.872
C -7.062 1.166 -1.730
C -7.872 1.160 -0.454
C -9.215 1.516 -0.424
C -9.880 1.487 0.786
C -9.265 1.087 1.958
C -7.920 0.727 1.944
C -7.238 0.787 0.731
S -5.502 0.342 0.799
C -5.070 1.078 2.374
C -3.862 1.726 2.575
C -3.612 2.294 3.816
C -4.568 2.200 4.814
C -5.768 1.542 4.610
C -6.037 0.974 3.368
N -7.260 0.315 3.118
H -5.712 2.899 -0.568
H -7.688 1.022 -2.608
H -6.265 0.424 -1.718
H -9.682 1.828 -1.349
H -10.919 1.786 0.858
H -9.799 1.043 2.900
H -3.174 1.772 1.738
H -2.682 2.826 3.965
H -4.396 2.659 5.780
H -6.506 1.461 5.400
H -7.883 0.396 3.909
O -2.891 -2.427 1.101
P -1.970 -3.527 0.622
N -1.896 -3.108 -1.034
C -1.840 -3.994 -2.172
C -1.056 -1.939 -1.282
N -3.088 -4.836 0.934
C -4.150 -5.113 -0.022
C -3.649 -4.765 2.282
N -0.589 -4.653 0.567
C -0.758 -6.086 0.421
C 0.368 -4.389 1.661
H -0.850 -4.460 -2.307
H -2.064 -3.430 -3.080
H -2.589 -4.780 -2.125
H 0.013 -2.207 -1.291
H -1.207 -1.189 -0.502
H -1.307 -1.463 -2.231
H -4.662 -4.206 -0.368
H -4.892 -5.778 0.423
H -3.769 -5.657 -0.888
H -4.459 -4.032 2.355
H -2.880 -4.487 3.007
H -4.033 -5.745 2.576
H -1.213 -6.561 1.295
H 0.231 -6.529 0.269
H -1.348 -6.337 -0.459
H -0.036 -4.686 2.637
H 0.604 -3.321 1.703
H 1.306 -4.921 1.495
O -0.843 2.145 0.111
P 0.212 3.127 -0.380
N -0.091 2.881 -2.047
C 0.838 2.829 -3.147
C -1.331 3.548 -2.424
N 1.560 2.216 0.229
C 2.021 1.041 -0.481
C 1.391 1.893 1.645
N 1.239 4.564 -0.652
C 2.689 4.484 -0.688
C 0.841 5.690 0.217
H 1.222 3.820 -3.436
H 0.338 2.403 -4.020
H 1.684 2.174 -2.945
H -1.178 4.626 -2.589
H -2.085 3.434 -1.644
H -1.751 3.111 -3.331
H 1.203 0.389 -0.816
H 2.691 0.453 0.149
H 2.632 1.318 -1.344
H 0.719 1.041 1.798
H 0.977 2.746 2.190
H 2.361 1.662 2.092
H 3.137 4.247 0.281
H 3.070 5.458 -1.009
H 3.038 3.758 -1.419
H 1.103 5.508 1.267
H -0.241 5.844 0.160
H 1.317 6.617 -0.105
O 6.653 1.403 0.149
P 7.509 0.277 -0.371
N 7.554 0.695 -2.031
C 7.600 -0.218 -3.148
C 8.360 1.878 -2.305
N 6.383 -1.020 -0.045
C 5.296 -1.273 -0.978
C 5.854 -0.956 1.316
N 8.878 -0.859 -0.459
C 8.694 -2.291 -0.605
C 9.860 -0.606 0.616
H 8.592 -0.675 -3.290
H 7.352 0.320 -4.066
H 6.862 -1.012 -3.067
H 9.435 1.642 -2.318
H 8.190 2.644 -1.547
H 8.087 2.316 -3.266
H 4.795 -0.352 -1.301
H 4.546 -1.933 -0.536
H 5.646 -1.815 -1.859
H 5.055 -0.213 1.415
H 6.643 -0.695 2.026
H 5.464 -1.933 1.609
H 8.255 -2.765 0.277
H 9.677 -2.740 -0.778
H 8.085 -2.535 -1.473
H 9.474 -0.903 1.599
H 10.106 0.459 0.657
H 10.789 -1.145 0.429
```



What is the formula in the fifth record? C31H65N10O5P3S2